[1]
Computed, not measured: a cluster of 10 separate species, C46H59Cl2F12I2N2O29PS2 in total at a distorted geometry, with wB97M-V/def2-TZVPD.

Summary:
orbital gap = 8.108 eV
highest occupied orbital energy = -8.69 eV
E = -215828.1738 eV
SMILES string = C#CC[C@@](NCCC)(O[C@](Cl)(COC(F)(F)F)[C@@]([PH2]=S)([C@H](C)CCC)N(S)Cl)[C@H](I)[C@@H](C)I.O=C1OC[C@@H](F)O1.O=C1OC[C@@H](F)O1.O=C1OC[C@@H](F)O1.O=C1OC[C@@H](F)O1.O=C1OC[C@@H](F)O1.O=C1OC[C@@H](F)O1.O=C1OC[C@@H](F)O1.O=C1OC[C@@H](F)O1.O=C1OC[C@@H](F)O1

The geometry in XYZ format:
```
155
C46H59Cl2F12I2N2O29PS2 wB97M-V/def2-TZVPD
C -0.36 1.64 0.41
C -0.48 0.58 0.93
C -0.65 -0.72 1.59
C -0.31 -2.12 0.99
N -0.77 -3.03 2.07
C -2.22 -3.22 2.27
C -2.63 -4.71 2.20
C -2.60 -5.39 3.58
O -1.04 -2.61 -0.16
C -1.25 -1.93 -1.36
Cl 0.33 -1.19 -1.88
C -2.20 -0.72 -1.25
O -2.96 -0.77 -0.04
C -4.10 -0.05 -0.01
F -4.01 1.13 -0.67
F -4.38 0.19 1.28
F -5.14 -0.74 -0.57
C -1.72 -2.86 -2.57
P -1.52 -1.88 -4.22
S 0.24 -1.71 -5.06
C -0.86 -4.14 -2.84
C -1.19 -4.79 -4.20
C -0.96 -5.28 -1.79
C -2.03 -6.37 -2.04
C -2.31 -7.20 -0.78
N -3.14 -3.32 -2.48
S -3.77 -3.77 -0.91
Cl -4.35 -2.50 -3.42
C 1.24 -2.46 0.99
I 2.57 -0.77 0.75
C 1.62 -3.62 0.03
C 3.06 -3.65 -0.47
I 1.43 -5.48 1.16
H -0.42 2.59 -0.07
H -0.04 -0.68 2.50
H -1.68 -0.73 1.95
H -0.38 -2.69 2.94
H -2.85 -2.60 1.65
H -2.44 -2.92 3.30
H -3.65 -4.79 1.83
H -1.92 -5.24 1.57
H -3.31 -6.22 3.61
H -2.88 -4.71 4.39
H -1.62 -5.83 3.79
H -2.89 -0.66 -2.10
H -1.63 0.21 -1.24
H -2.10 -0.62 -4.00
H -2.31 -2.58 -5.12
H 0.18 -3.82 -2.92
H -0.79 -4.21 -5.03
H -0.70 -5.76 -4.26
H -2.26 -4.90 -4.34
H 0.00 -5.81 -1.84
H -1.07 -4.94 -0.76
H -1.63 -7.07 -2.78
H -2.95 -5.96 -2.47
H -2.35 -8.27 -1.04
H -3.26 -6.95 -0.31
H -1.50 -7.11 -0.06
H -5.05 -3.50 -1.18
H 1.51 -2.80 1.98
H 0.97 -3.64 -0.84
H 3.79 -3.55 0.33
H 3.23 -4.64 -0.91
H 3.21 -2.93 -1.27
O -5.02 -2.85 6.87
C -4.77 -2.01 6.08
O -5.33 -0.78 6.03
C -4.64 -0.01 5.02
C -4.06 -1.10 4.15
F -2.87 -0.73 3.61
O -3.84 -2.14 5.08
H -3.84 0.59 5.46
H -5.34 0.64 4.50
H -4.71 -1.45 3.35
O -2.29 1.92 5.17
C -1.11 1.93 5.00
O -0.37 0.84 4.68
C 0.97 1.28 4.40
C 1.02 2.59 5.15
F 1.82 3.50 4.53
O -0.33 3.03 5.09
H 1.08 1.43 3.33
H 1.69 0.54 4.75
H 1.33 2.51 6.20
O 6.09 -2.34 -0.64
C 6.24 -1.87 -1.72
O 5.83 -0.63 -2.08
C 6.30 -0.37 -3.41
C 6.49 -1.78 -3.95
F 7.51 -1.85 -4.83
O 6.82 -2.50 -2.78
H 7.24 0.17 -3.36
H 5.57 0.21 -3.97
H 5.60 -2.21 -4.40
O -10.16 0.51 -2.82
C -9.66 -0.27 -2.09
O -9.93 -0.38 -0.77
C -9.25 -1.53 -0.26
C -8.14 -1.70 -1.28
F -7.81 -3.01 -1.47
O -8.73 -1.20 -2.46
H -9.92 -2.39 -0.27
H -8.89 -1.36 0.75
H -7.23 -1.14 -1.06
O 0.98 4.66 9.17
C 1.91 5.06 8.56
O 2.26 6.36 8.44
C 3.51 6.43 7.74
C 3.52 5.12 6.99
F 4.77 4.62 6.85
O 2.77 4.27 7.85
H 4.33 6.48 8.46
H 3.54 7.30 7.09
H 3.04 5.16 6.02
O 4.28 6.89 4.69
C 5.46 6.92 4.52
O 6.21 5.87 4.18
C 7.55 6.33 3.92
C 7.58 7.62 4.72
F 8.36 8.57 4.14
O 6.22 8.04 4.66
H 7.67 6.52 2.86
H 8.28 5.60 4.26
H 7.87 7.52 5.76
O 9.20 1.64 -4.52
C 9.27 1.36 -5.67
O 9.84 0.24 -6.17
C 9.60 0.20 -7.58
C 9.35 1.66 -7.90
F 8.46 1.83 -8.90
O 8.80 2.14 -6.69
H 8.71 -0.40 -7.77
H 10.45 -0.23 -8.10
H 10.25 2.23 -8.12
O -11.08 3.33 -8.85
C -11.21 3.03 -7.71
O -10.20 2.91 -6.82
C -10.76 2.69 -5.53
C -12.12 2.13 -5.87
F -13.07 2.47 -4.97
O -12.40 2.76 -7.11
H -10.85 3.64 -5.00
H -10.15 2.00 -4.94
H -12.15 1.05 -6.01
O 7.27 4.90 1.31
C 7.26 5.43 0.25
O 6.94 6.73 0.05
C 7.17 7.04 -1.33
C 7.09 5.67 -1.97
F 7.91 5.55 -3.04
O 7.54 4.82 -0.93
H 8.17 7.46 -1.45
H 6.43 7.74 -1.69
H 6.08 5.37 -2.26
```


[2]
Computed, not measured: a structure of composition C7H19ClCuN3O3 at a distorted geometry, with wB97M-V/def2-TZVPD.

Summary:
charge = +1
orbital gap (alpha / beta) = 9.656 / 7.067 eV
highest occupied orbital energy (alpha / beta) = -12.37 / -12.36 eV
2S+1 = 2
E = -75334.9844 eV

The geometry in XYZ format:
```
34
C7H19ClCuN3O3 wB97M-V/def2-TZVPD
Cu 0.28 -0.27 0.84
Cl 2.16 -1.25 1.21
C 0.83 2.54 2.46
O 0.80 1.38 2.17
N 0.66 3.51 1.64
N 0.82 2.90 3.83
H 0.64 4.49 1.94
H 1.01 3.37 0.72
H 0.87 2.06 4.34
H 0.86 3.87 4.24
C 1.34 -3.33 -3.22
O 0.53 -2.16 -2.95
C 1.34 -1.08 -2.40
C 0.47 0.18 -2.28
N -0.34 0.27 -0.97
C -1.74 -0.20 -1.05
C -2.35 0.10 0.35
O -1.57 -0.87 1.06
C -1.55 -1.12 2.49
H 2.37 -3.16 -2.86
H 1.37 -3.45 -4.31
H 0.88 -4.24 -2.85
H 2.14 -1.05 -3.12
H 1.74 -1.31 -1.45
H -0.14 0.21 -3.22
H 1.11 1.04 -2.45
H -0.49 1.26 -0.75
H -1.70 -1.30 -1.21
H -2.31 0.32 -1.78
H -3.45 -0.03 0.56
H -1.98 1.08 0.65
H -0.58 -1.57 2.66
H -2.19 -1.95 2.72
H -1.83 -0.23 3.01
```


[3]
Computed, not measured: a structure of composition C44H40BrN2O2P2Ti at a distorted geometry, with wB97M-V/def2-TZVPD.

Summary:
charge = -1
orbital gap (alpha / beta) = 4.629 / 5.009 eV
highest occupied orbital energy (alpha / beta) = -2.02 / -2.40 eV
E = -165091.3681 eV
energy relative to the best compared isomer or geometry (same formula, charge and spin) = 0.0 kJ/mol

The geometry in XYZ format:
```
92
C44H40BrN2O2P2Ti wB97M-V/def2-TZVPD
Ti -0.26 -1.12 -0.50
O 3.40 -0.69 -2.17
C 2.45 -0.20 -1.58
O 1.76 -0.76 -0.61
C 1.97 1.20 -1.94
P 0.62 1.62 -0.76
C -0.32 2.97 -1.58
C -0.10 3.42 -2.88
C -0.96 4.35 -3.47
C -2.05 4.85 -2.76
C -2.29 4.39 -1.48
C -1.45 3.45 -0.90
C 1.61 2.57 0.50
C 1.22 3.79 1.03
C 1.92 4.39 2.08
C 3.02 3.76 2.63
C 3.44 2.54 2.11
C 2.73 1.95 1.06
H 1.60 1.15 -2.95
H 2.79 1.90 -1.91
H 0.74 3.05 -3.45
H -0.78 4.68 -4.49
H -2.71 5.57 -3.22
H -3.16 4.74 -0.93
H -1.69 3.05 0.08
H 0.37 4.31 0.61
H 1.58 5.34 2.48
H 3.56 4.22 3.45
H 4.30 2.04 2.52
H 3.06 0.98 0.69
C 0.48 -0.69 2.52
N -0.38 -1.23 1.46
C -1.37 -2.02 1.89
C -2.09 -2.74 0.88
C -3.17 -3.62 0.92
C -3.36 -4.07 -0.41
C -2.40 -3.43 -1.20
N -1.62 -2.61 -0.42
C -0.13 0.43 3.33
C -0.69 1.56 2.74
C -1.20 2.59 3.51
C -1.15 2.53 4.90
C -0.60 1.41 5.50
C -0.09 0.37 4.72
H 1.40 -0.36 2.05
H 0.75 -1.48 3.22
H -1.59 -2.14 2.94
H -3.76 -3.88 1.79
H -4.10 -4.77 -0.76
H -2.25 -3.51 -2.27
H -0.73 1.60 1.66
H -1.63 3.46 3.02
H -1.54 3.34 5.50
H -0.56 1.34 6.59
H 0.34 -0.50 5.20
Br -0.23 -1.27 -3.20
C -1.66 -0.02 -3.48
C -1.92 0.34 -4.75
C -3.01 1.21 -4.99
C -3.78 1.64 -3.95
C -3.50 1.24 -2.62
C -4.32 1.66 -1.54
C -4.03 1.25 -0.28
C -2.89 0.44 -0.02
C -2.01 0.01 -0.98
C -2.38 0.39 -2.33
H -1.31 -0.04 -5.56
H -3.24 1.53 -6.00
H -4.62 2.30 -4.12
H -5.19 2.29 -1.75
H -4.68 1.55 0.54
H -2.72 0.13 1.01
C 1.26 -4.91 -1.74
P 1.15 -3.62 -0.43
C 0.48 -4.64 0.93
C 2.91 -3.54 0.10
C 3.19 -3.14 1.42
C 4.49 -2.97 1.85
C 5.55 -3.18 0.98
C 5.29 -3.57 -0.33
C 3.98 -3.74 -0.76
H 1.61 -4.48 -2.68
H 0.25 -5.30 -1.90
H 1.92 -5.73 -1.44
H 1.17 -5.43 1.22
H -0.47 -5.08 0.59
H 0.25 -4.02 1.79
H 2.37 -2.96 2.10
H 4.68 -2.66 2.88
H 6.58 -3.04 1.31
H 6.11 -3.72 -1.03
H 3.79 -4.01 -1.79
```


[4]
Computed, not measured: a cluster of 2 separate species, FH3NOPS in total at a distorted geometry, with wB97M-V/def2-TZVPD.

Summary:
orbital gap (alpha / beta) = 8.296 / 8.296 eV
highest occupied orbital energy (alpha / beta) = -10.20 / -10.20 eV
E = -26426.9449 eV
energy relative to the best compared isomer or geometry (same formula, charge and spin) = 370.5 kJ/mol

The geometry in XYZ format:
```
8
FH3NOPS wB97M-V/def2-TZVPD
N -0.86 -1.04 0.32
O -0.10 1.74 -1.05
F 0.34 0.48 1.85
P 0.53 -0.15 0.33
S 2.15 -1.14 0.24
H -0.96 -1.69 -0.44
H -1.68 -0.46 0.01
H 0.59 2.25 -1.25
```


[5]
Computed, not measured: a cluster of 6 separate species, C29H67N4O11 in total at a distorted geometry, with wB97M-V/def2-TZVPD.

Summary:
charge = +1
orbital gap = 8.099 eV
highest occupied orbital energy = -10.68 eV
E = -59625.8048 eV

The geometry in XYZ format:
```
111
C29H67N4O11 wB97M-V/def2-TZVPD
C -3.55 2.36 -4.43
C -2.28 2.81 -4.38
C -1.37 2.47 -5.56
N 0.08 2.54 -5.28
C 0.86 3.19 -6.12
N 2.16 3.13 -5.73
C 2.07 2.38 -4.60
N 3.19 2.09 -3.94
O 3.28 1.32 -2.81
N 0.81 2.02 -4.27
C 0.27 1.24 -3.15
C 0.08 2.04 -1.80
C 0.92 1.48 -0.61
C 0.34 3.58 -1.90
H -4.39 3.00 -4.12
H -3.68 1.31 -4.75
H -1.95 3.35 -3.48
H -1.57 3.23 -6.34
H -1.68 1.50 -6.01
H 0.52 3.70 -7.01
H 4.06 2.46 -4.31
H 3.14 0.39 -3.05
H 0.92 0.37 -2.95
H -0.71 0.84 -3.46
H -0.99 1.91 -1.51
H 1.12 0.40 -0.76
H 0.30 1.61 0.30
H 1.87 2.02 -0.48
H 1.15 3.87 -2.59
H -0.57 4.18 -2.11
H 0.66 3.91 -0.89
C 0.55 -3.32 0.90
O 1.44 -2.57 0.08
C 2.73 -2.42 0.67
C 3.72 -3.42 0.09
O 3.37 -4.75 0.41
C 2.70 -5.42 -0.65
H -0.28 -3.64 0.28
H 1.03 -4.20 1.33
H 0.18 -2.68 1.71
H 2.67 -2.52 1.76
H 3.08 -1.41 0.44
H 4.71 -3.23 0.54
H 3.82 -3.29 -0.99
H 3.42 -5.74 -1.40
H 1.95 -4.78 -1.12
H 2.20 -6.29 -0.24
C 10.48 -1.72 -1.43
O 10.19 -1.31 -0.10
C 8.94 -0.66 0.02
C 7.86 -1.59 0.54
O 7.59 -2.64 -0.38
C 8.25 -3.85 -0.04
H 11.28 -2.45 -1.39
H 9.61 -2.17 -1.91
H 10.82 -0.86 -2.01
H 8.64 -0.21 -0.93
H 9.07 0.16 0.75
H 6.94 -1.03 0.66
H 8.14 -2.00 1.52
H 7.70 -4.36 0.76
H 9.28 -3.69 0.27
H 8.25 -4.50 -0.92
C -3.77 4.23 -0.94
O -4.87 3.36 -1.15
C -5.43 2.87 0.07
C -6.67 3.65 0.46
O -6.37 5.01 0.76
C -6.65 5.88 -0.32
H -3.59 4.78 -1.86
H -3.96 4.94 -0.14
H -2.88 3.64 -0.70
H -4.69 2.89 0.87
H -5.71 1.83 -0.10
H -7.09 3.21 1.37
H -7.44 3.59 -0.32
H -7.72 6.09 -0.36
H -6.32 5.48 -1.28
H -6.12 6.82 -0.14
C -4.73 -7.09 2.42
O -4.78 -6.03 3.36
C -3.54 -5.83 4.02
C -2.77 -4.67 3.41
O -2.38 -4.95 2.07
C -3.24 -4.35 1.12
H -5.60 -7.00 1.76
H -3.83 -7.06 1.81
H -4.79 -8.05 2.94
H -2.94 -6.75 4.02
H -3.77 -5.59 5.06
H -1.85 -4.53 3.99
H -3.34 -3.75 3.46
H -3.00 -3.28 1.03
H -4.29 -4.46 1.39
H -3.08 -4.83 0.16
C -2.84 3.65 5.99
O -1.69 2.89 5.68
C -1.99 1.55 5.30
C -1.99 1.39 3.79
O -3.02 2.15 3.17
C -2.56 3.38 2.64
H -2.56 4.70 5.99
H -3.65 3.49 5.28
H -3.19 3.39 7.00
H -2.95 1.24 5.72
H -1.22 0.91 5.72
H -2.18 0.34 3.55
H -1.01 1.66 3.37
H -2.06 3.19 1.68
H -1.88 3.89 3.32
H -3.42 4.02 2.47
```


[6]
Computed, not measured: a structure of composition C9H16Br2O4 at a distorted geometry, with wB97M-V/def2-TZVPD.

Summary:
orbital gap = 10.075 eV
highest occupied orbital energy = -9.85 eV
E = -157866.0484 eV

The geometry in XYZ format:
```
31
C9H16Br2O4 wB97M-V/def2-TZVPD
C 3.96 0.06 0.59
C 2.91 0.43 -0.45
O 2.26 -0.67 -1.04
C 1.45 -1.41 -0.15
C 0.22 -1.91 -0.87
O -0.85 -0.98 -0.95
C -1.84 -1.09 0.00
O -3.08 -1.34 -0.68
C -3.28 -0.52 -1.75
O -3.63 -0.94 -2.83
C -2.01 0.19 0.89
Br -2.10 -0.43 2.75
C -0.92 1.29 0.69
C -1.62 2.65 0.56
Br 0.31 1.47 2.19
H 4.23 0.97 1.12
H 4.86 -0.33 0.13
H 3.58 -0.63 1.33
H 3.40 0.96 -1.26
H 2.19 1.12 0.00
H 2.00 -2.29 0.20
H 1.19 -0.83 0.74
H -0.09 -2.86 -0.44
H 0.52 -2.11 -1.90
H -1.72 -1.96 0.63
H -3.18 0.55 -1.57
H -2.99 0.61 0.74
H -0.35 1.12 -0.20
H -0.95 3.39 0.15
H -2.45 2.55 -0.14
H -2.00 2.98 1.52
```


[7]
Computed, not measured: a cluster of 16 separate species, H32O16 in total at a distorted geometry, with wB97M-V/def2-TZVPD.

Summary:
charge = +1
orbital gap (alpha / beta) = 9.920 / 1.934 eV
highest occupied orbital energy (alpha / beta) = -13.25 / -12.85 eV
2S+1 = 2
E = -33262.7963 eV
energy relative to the best compared isomer or geometry (same formula, charge and spin) = 548.7 kJ/mol

The geometry in XYZ format:
```
48
H32O16 wB97M-V/def2-TZVPD
O 3.19 3.20 -0.04
H 3.59 2.37 -0.37
H 2.38 3.28 -0.62
O -2.69 -1.31 -4.83
H -3.66 -1.21 -4.92
H -2.28 -1.92 -5.27
O -4.90 0.47 -0.22
H -4.46 1.37 -0.28
H -4.28 -0.04 0.40
O 2.42 -1.63 1.91
H 2.44 -2.40 2.45
H 2.17 -1.70 0.97
O -3.32 2.41 -3.27
H -3.83 1.92 -3.84
H -2.75 1.64 -3.06
O 1.63 0.60 -5.18
H 2.33 0.51 -4.61
H 1.26 -0.23 -5.17
O 3.07 0.57 -0.71
H 3.79 0.01 -0.89
H 3.64 1.08 -0.04
O -3.27 -1.63 -1.13
H -2.74 -1.25 -0.52
H -4.22 -1.72 -1.01
O -0.25 -2.74 5.31
H -0.85 -1.96 4.99
H 0.37 -2.85 4.33
O 1.22 -1.64 -3.67
H 0.31 -1.84 -3.36
H 1.58 -1.53 -2.75
O 0.97 -3.98 3.38
H 1.30 -3.70 4.31
H 1.02 -4.76 3.19
O -0.51 0.87 2.22
H -1.27 1.28 2.63
H -0.11 1.63 1.70
O -0.82 -2.45 -1.67
H -1.79 -2.83 -1.66
H -0.85 -1.74 -0.99
O 1.49 3.09 1.86
H 1.69 2.91 2.83
H 2.44 2.87 1.48
O 2.68 2.04 3.95
H 3.40 1.36 4.02
H 2.05 1.44 3.67
O -1.56 3.21 1.40
H -0.71 3.09 0.92
H -1.32 3.87 2.19
```


[8]
Computed, not measured: a cluster of 4 separate species, H8O4 in total at a distorted geometry, with wB97M-V/def2-TZVPD.

Summary:
orbital gap = 10.872 eV
highest occupied orbital energy = -10.59 eV
E = -8318.6143 eV
SMILES string = O.O.O.O
energy relative to the best compared isomer or geometry (same formula, charge and spin) = 198.9 kJ/mol

The geometry in XYZ format:
```
12
H8O4 wB97M-V/def2-TZVPD
O -38.50 25.19 14.62
H -38.78 25.80 13.89
H -38.81 25.37 15.45
O -40.01 29.43 14.14
H -39.69 30.33 13.88
H -39.78 28.99 13.46
O -38.66 26.13 10.01
H -39.04 25.63 9.22
H -38.50 27.04 9.69
O -39.74 26.86 12.58
H -39.39 26.70 11.83
H -40.63 26.63 12.47
```


[9]
Computed, not measured: an isolated molecule of CH3N2P at a distorted geometry, with wB97M-V/def2-TZVPD.

Summary:
orbital gap (alpha / beta) = 6.226 / 8.076 eV
highest occupied orbital energy (alpha / beta) = -5.55 / -11.25 eV
2S+1 = 3
E = -13349.4237 eV
energy relative to the best compared isomer or geometry (same formula, charge and spin) = 33.2 kJ/mol

The geometry in XYZ format:
```
7
CH3N2P wB97M-V/def2-TZVPD
C -1.49 -0.26 -0.10
N -2.51 -0.80 -0.13
N 1.07 -0.27 0.54
P -0.13 0.86 -0.20
H 1.10 -0.40 1.55
H 1.84 0.13 0.01
H 0.13 0.73 -1.67
```